The following is a quantum chemistry calculation of a 2-piece molecular cluster, C30H28ClN2 overall at a distorted geometry, from the OMol25 dataset.

Geometry (Å):
C 0.9735 2.4857 -1.5455
C 0.8574 3.5079 -2.5640
C 0.0254 4.6414 -2.3342
C -0.1975 5.5682 -3.3474
C 0.3591 5.3724 -4.6174
C 1.3412 4.3910 -4.7764
C 1.6201 3.4792 -3.7615
C 2.0095 1.5748 -1.5056
C 2.5392 0.7931 -0.3331
C 3.4557 -0.4013 -0.5823
C 3.0577 -1.6851 -0.1605
C 3.9256 -2.7622 -0.3531
C 5.1661 -2.5577 -0.9908
C 5.5143 -1.2932 -1.4903
C 4.6310 -0.2213 -1.3113
H 0.1127 2.5527 -0.8274
H -0.4242 4.8080 -1.3481
H -0.8284 6.4361 -3.1699
H 0.0313 5.9363 -5.4879
H 1.8862 4.3083 -5.7117
H 2.4213 2.7395 -3.8608
H 2.5594 1.2892 -2.4092
H 2.9690 1.4935 0.4096
H 2.0565 -1.8381 0.2651
H 3.6093 -3.7536 -0.0169
H 5.8531 -3.3945 -1.1287
H 6.4512 -1.1341 -2.0290
H 4.8164 0.7560 -1.7664
C -1.1885 -2.5188 -0.2728
N -1.3149 -2.2744 1.1552
C -1.7124 -1.0738 1.6071
H 1.6584 0.3380 0.0088
C -2.4942 -0.1567 0.7871
C -3.8728 -0.4407 0.8201
C -4.7722 0.5130 0.3639
Cl -6.4242 0.3406 0.7193
C -4.3195 1.6316 -0.3578
C -2.9389 1.8253 -0.5657
C -2.0200 0.8893 -0.0446
N -1.4399 -0.9904 2.9363
C -1.2890 0.2598 3.6627
C -1.1705 -2.3000 3.4080
C -1.0821 -3.1111 2.2614
C -1.3346 -4.4737 2.3249
C -1.6039 -5.0524 3.5749
C -1.5544 -4.2780 4.7436
C -1.4297 -2.8695 4.6547
H -1.0775 -3.5757 -0.5006
H -2.0520 -2.0729 -0.7757
H -0.3044 -1.9926 -0.6678
H -4.2572 -1.3219 1.3158
H -5.0211 2.3498 -0.7840
H -2.5703 2.7224 -1.1112
H -0.9359 0.9627 -0.2397
H -1.0815 -0.0187 4.7045
H -0.4139 0.8134 3.2708
H -2.1743 0.9014 3.5250
H -1.4400 -5.0253 1.3924
H -1.8744 -6.1099 3.6385
H -1.6474 -4.7848 5.7109
H -1.6388 -2.1979 5.4887

Atomic forces in eV per Å
1.055 -1.522 0.776
-0.082 1.173 -1.315
0.439 -0.665 -0.229
-0.064 -0.118 -0.485
0.173 -0.279 0.332
-0.065 -0.329 0.113
-0.543 0.251 0.603
-0.669 0.674 -0.582
-0.039 -0.006 -0.161
-0.497 0.375 -0.626
0.612 0.346 -0.338
0.154 0.260 -0.215
-0.215 0.118 0.075
-0.471 -0.082 0.145
0.106 -0.435 0.164
1.554 -0.012 0.110
0.104 -0.235 -0.362
-0.015 -0.237 -0.006
0.257 0.256 0.355
-0.135 0.042 0.042
-0.468 0.291 -0.209
-0.028 1.033 -0.011
-0.265 -0.469 -0.234
0.521 0.107 0.053
0.306 0.271 -0.176
-0.245 0.229 0.065
-0.308 -0.181 0.181
0.202 -0.292 0.325
0.143 0.195 -0.607
-0.471 0.514 0.395
1.875 -1.011 0.543
-1.391 -0.484 1.660
-0.532 1.050 -1.422
0.249 0.791 0.774
0.916 0.531 -0.894
-0.652 -0.171 -0.070
0.739 0.042 0.048
0.040 -0.491 0.004
0.002 0.024 0.841
-0.649 -0.497 -1.000
0.166 0.413 0.130
-0.578 -0.317 -0.688
-0.720 0.190 0.296
-0.113 -0.552 0.243
0.670 0.242 -0.551
0.104 0.918 -0.159
0.255 -0.367 0.226
-0.217 0.020 0.158
0.068 -0.431 0.024
-0.172 -0.258 0.275
0.053 0.027 0.224
0.089 -0.229 0.340
-0.362 -0.934 0.300
-0.731 0.194 0.293
-0.352 0.447 -0.282
-0.384 -0.356 0.224
0.262 -0.380 0.370
0.056 -0.093 0.312
0.257 0.392 -0.048
-0.273 0.473 -0.388
0.281 -0.454 0.039

## Properties
Total energy   -1729.39891 hartree
Charge   +1
Spin multiplicity   1
Frontier orbital gap   6.90 eV
HOMO level   -10.097 eV
LUMO   -3.2 eV


The following is a quantum chemistry calculation of C45H39N5O2PRh as an isolated structure, from the OMol25 dataset.

Geometry (Å):
Rh 0.6198 -0.0815 -0.7356
O -3.0518 3.9234 0.9657
C -2.7110 4.6072 -0.1370
C -3.2206 5.8987 -0.3025
C -2.9065 6.6451 -1.4235
C -2.0773 6.1189 -2.4082
C -1.5736 4.8385 -2.2441
C -1.8695 4.0649 -1.1263
C -1.2563 2.6781 -1.0550
O -0.5872 2.2734 -2.0002
N -1.5762 2.0680 0.1090
N -1.0325 0.8653 0.4012
C -1.5623 0.3060 1.4279
C -1.1166 -0.9411 2.0494
C -2.0593 -1.6809 2.7780
C -1.6754 -2.8651 3.3743
C -0.3591 -3.2839 3.2443
C 0.5138 -2.4670 2.5407
N 0.1621 -1.3223 1.9739
H -2.5850 3.0231 0.8418
H -3.8642 6.2921 0.4755
H -3.3090 7.6471 -1.5291
H -1.8270 6.6997 -3.2876
H -0.9203 4.3865 -2.9801
H -2.4364 0.7741 1.8785
H -3.0809 -1.3289 2.8462
H -2.3953 -3.4607 3.9230
H -0.0116 -4.2140 3.6751
H 1.5588 -2.7447 2.4285
N 1.8544 1.1235 -0.0343
C 2.5054 2.2109 0.2680
C 2.3486 3.4400 -0.4668
C 3.1181 4.5450 -0.1900
C 4.0782 4.5548 0.8294
C 4.2151 3.3906 1.5865
C 3.4660 2.2591 1.3382
H 1.5941 3.4616 -1.2432
H 2.9592 5.4423 -0.7835
H 4.6702 5.4371 1.0407
H 4.9332 3.3637 2.4034
H 3.5970 1.3694 1.9450
C -1.4589 -3.7210 -0.5955
C -1.7210 -3.2811 -2.0033
C -2.3891 -4.0878 -2.9024
C -2.6478 -3.6953 -4.2146
C -2.2012 -2.4285 -4.6048
C -1.5275 -1.5748 -3.7592
C -1.0318 -0.2396 -4.2181
C -1.2573 -1.9668 -2.3930
N -0.6390 -1.2092 -1.5273
H -1.8070 -4.7447 -0.4310
H -1.9540 -3.0612 0.1256
H -0.3933 -3.6662 -0.3446
H -2.7194 -5.0676 -2.5588
H -3.1714 -4.3458 -4.9050
H -2.3751 -2.0935 -5.6258
H -1.2542 -0.0828 -5.2773
H 0.0487 -0.1620 -4.0715
H -1.4515 0.5811 -3.6313
C 4.2990 3.1268 -3.7443
C 5.0712 2.3061 -2.9388
C 4.5294 1.1452 -2.4007
C 3.2034 0.8097 -2.6477
C 2.4147 1.6694 -3.4133
C 2.9668 2.8078 -3.9762
P 2.3817 -0.6506 -1.9290
C 3.7125 -1.4908 -0.9838
C 4.7170 -2.2183 -1.6207
C 5.6975 -2.8641 -0.8818
C 5.6807 -2.7902 0.5050
C 4.6826 -2.0691 1.1454
C 3.6990 -1.4235 0.4077
C 2.2139 -1.7872 -3.3539
C 1.5029 -2.9680 -3.1495
C 1.2908 -3.8552 -4.1918
C 1.8028 -3.5790 -5.4521
C 2.5283 -2.4152 -5.6630
C 2.7293 -1.5197 -4.6202
H 4.7196 4.0367 -4.1562
H 6.0935 2.5773 -2.7043
H 5.1366 0.5215 -1.7571
H 1.3538 1.4743 -3.5191
H 2.3400 3.4702 -4.5612
H 4.7253 -2.2869 -2.7025
H 6.4715 -3.4290 -1.3883
H 6.4439 -3.2976 1.0843
H 4.6661 -2.0043 2.2272
H 2.9152 -0.8468 0.8871
H 1.0778 -3.1673 -2.1751
H 0.6784 -4.7323 -4.0240
H 1.6146 -4.2593 -6.2746
H 2.9241 -2.1896 -6.6467
H 3.2751 -0.6016 -4.7979

Atomic forces in eV per Å
0.049 -0.216 -0.289
-0.183 0.200 -0.114
-0.043 -0.040 0.082
-0.023 0.021 0.024
0.005 0.010 0.002
-0.005 -0.006 0.002
0.020 -0.048 0.053
0.023 0.010 -0.099
0.012 0.156 -0.085
0.012 -0.049 0.009
-0.115 -0.071 -0.029
0.006 -0.025 0.182
0.025 0.005 -0.123
0.028 -0.113 0.136
0.069 -0.001 -0.046
-0.007 -0.012 -0.010
0.019 -0.037 0.006
-0.006 -0.004 -0.018
-0.086 0.025 -0.096
0.206 -0.056 0.132
0.001 0.005 -0.007
-0.006 -0.005 0.006
0.005 0.001 0.006
-0.006 0.005 -0.017
-0.003 0.057 0.000
0.000 0.014 -0.024
0.000 -0.007 -0.001
-0.009 0.008 0.013
-0.009 -0.010 0.003
-0.186 -0.069 -0.013
0.041 0.022 -0.075
-0.014 -0.063 0.019
0.015 0.040 -0.007
-0.009 0.009 0.000
0.007 -0.023 0.040
0.002 -0.011 -0.008
0.011 -0.003 -0.028
0.007 -0.002 0.008
-0.001 -0.003 -0.009
-0.001 0.012 -0.009
0.004 0.009 0.004
0.034 -0.002 0.052
0.054 0.060 -0.040
0.029 -0.055 0.044
0.011 0.011 -0.041
0.002 0.002 -0.033
0.013 -0.025 0.132
0.000 0.066 0.022
0.008 -0.155 -0.072
-0.017 0.339 0.206
-0.004 -0.001 -0.006
0.000 0.029 -0.001
0.016 -0.008 -0.002
0.000 0.010 -0.012
-0.002 0.010 0.003
-0.002 -0.007 0.001
-0.001 0.001 0.009
0.027 -0.027 -0.068
-0.019 0.001 0.027
-0.001 0.022 -0.017
0.013 -0.011 -0.004
-0.005 -0.010 -0.026
0.041 0.008 0.022
-0.021 0.000 0.013
0.018 0.008 0.009
-0.079 0.043 0.165
0.015 -0.028 -0.024
-0.025 0.012 0.018
0.010 -0.006 0.024
0.015 -0.016 0.004
0.000 0.007 0.002
0.044 0.010 -0.021
0.056 0.027 -0.053
0.000 0.001 -0.010
-0.023 -0.006 0.007
-0.011 -0.012 -0.010
-0.001 0.001 -0.001
-0.014 -0.007 0.022
0.002 0.001 0.006
0.004 0.001 -0.009
-0.001 -0.005 -0.004
-0.008 -0.012 0.011
0.003 0.000 0.004
0.002 -0.003 0.004
0.001 0.000 0.000
0.001 0.006 0.002
0.009 -0.004 0.002
-0.024 -0.013 -0.011
-0.033 0.005 0.044
0.004 -0.010 -0.010
0.003 0.000 0.002
-0.004 -0.003 0.001
0.003 0.012 0.004

## Properties
Total energy   -2614.34383 hartree
Energy above the lowest of the compared OMol25 structures with the same formula, charge and spin   0.0 kJ/mol
Charge   -2
Spin multiplicity   1
Frontier orbital gap   4.58 eV
HOMO level   -0.218 eV
LUMO   4.4 eV


The following is a quantum chemistry calculation of a 8-piece molecular cluster, C5H24NO9 overall at a distorted geometry, from the OMol25 dataset.

Geometry (Å):
C -0.2042 -1.7257 3.6787
C -0.1688 -1.4323 2.1716
N -0.1678 -0.0084 1.8626
C -1.5039 0.5660 1.9299
C 0.5275 0.3821 0.6665
C -0.1155 -0.0209 -0.7162
O -0.7563 0.8032 -1.3875
O 0.3119 -1.1640 -1.1144
H -1.1178 -2.2862 3.8839
H 0.6009 -2.4014 3.9872
H -0.0547 -0.8577 4.3218
H -0.9880 -1.9689 1.6842
H 0.7491 -1.8372 1.7634
H -1.4566 1.6574 2.0096
H -2.1703 0.4118 1.0728
H -1.9431 0.1633 2.8412
H 0.8006 1.4406 0.6733
H 1.5212 -0.0688 0.6119
H 3.0643 3.4299 -0.7005
H 1.9786 3.8365 0.1006
O 2.7760 3.3036 0.2204
H -1.5740 -3.3359 -2.2500
H -0.7531 -2.4683 -1.2630
O -1.4541 -3.1481 -1.3110
H 2.2232 -1.7671 -1.2471
H 2.9222 -1.2969 -2.5043
O 2.9934 -1.9462 -1.8149
H -2.7061 -1.2813 0.4907
H -2.7536 -2.6233 -0.3207
O -3.1938 -2.1104 0.4143
H 0.1274 3.4152 1.3603
H 1.4417 3.7040 2.0668
O 0.6023 4.1115 1.8365
H 0.3622 3.0291 -2.5808
H 0.8342 2.3940 -1.3383
O 0.8717 3.2536 -1.7931
H -0.0809 -1.2737 -2.9590
H -1.1426 -0.4775 -3.6701
O -0.8052 -1.3849 -3.6265

Atomic forces in eV per Å
0.088 -0.679 0.050
0.550 0.034 -0.019
-0.434 0.466 -0.044
0.312 0.315 0.535
0.444 -0.273 -0.985
1.610 0.156 -0.027
-0.121 -0.184 0.323
-0.376 0.316 0.137
-0.128 0.392 0.489
0.053 -0.037 -0.309
-0.472 0.187 -0.221
-0.019 0.003 -0.085
0.171 -0.085 -0.191
0.156 -0.028 0.198
0.126 -0.414 -0.121
-0.405 0.172 -0.055
-0.669 0.297 0.110
-0.118 -0.362 0.384
0.506 -0.591 0.335
-0.400 0.054 0.675
0.051 0.568 -1.026
0.090 0.334 0.137
0.040 0.245 -0.071
-0.201 -0.896 -0.215
-0.138 -0.015 -0.265
-0.121 0.400 -0.432
0.158 -0.393 0.651
-0.093 -0.314 -0.273
-0.037 0.750 0.689
-0.110 -0.344 -0.238
0.024 0.139 0.140
0.110 -0.098 0.084
-0.278 -0.050 -0.122
-0.089 0.250 0.019
-0.148 0.236 0.044
0.054 -0.473 -0.174
-0.810 -0.242 -0.159
-0.077 -0.322 0.156
0.701 0.484 -0.127

## Properties
Total energy   -936.91788 hartree
Energy above the lowest of the compared OMol25 structures with the same formula, charge and spin   49.3 kJ/mol
Charge   -1
Spin multiplicity   1
Frontier orbital gap   8.25 eV
HOMO level   -5.305 eV
LUMO   2.9 eV